# 1
83
Properties=species:S:1:pos:R:3:forces:R:3 method="wB97M-V/def2-TZVPD" homo_ev="-9.444 / -9.429" total_charge=+1 max_force_ha_per_bohr=0.100 de_lowest_ev=4.3637 multiplicity=1 energy_ha=-3509.58368 lumo_energy_ev="-5.48 / -5.50"
C 0.74586 3.75848 -0.43522 -0.3819 0.0158 -0.6182
C 1.16890 2.62227 -1.20584 -0.7411 0.1936 -0.4456
C 0.03481 2.12410 -1.91181 0.2074 0.4362 -0.1190
H 2.20488 2.27392 -1.36671 -0.7394 0.2632 0.2551
C -1.12541 2.88459 -1.47789 0.3727 0.4117 -0.4036
C -0.65158 3.93023 -0.61991 0.5921 -0.1899 -0.6023
H -1.25556 4.80424 -0.31089 0.6714 -1.0931 -0.1283
H 1.41678 4.46264 0.08745 -0.5268 -0.6741 -0.1490
H 0.10714 1.44994 -2.78977 -0.2547 0.4859 1.0674
H -2.14737 2.84989 -1.89684 0.9587 0.1014 0.2641
Sc -0.84601 1.17296 0.20283 1.8354 2.8297 2.0083
Si 1.50952 -2.81986 2.35991 -0.2829 2.6503 -4.4163
C 2.99531 -2.84776 1.23679 0.1514 -1.2172 0.7924
C 3.93263 -3.72439 1.83423 0.6582 0.4940 -0.7750
H 3.69627 -4.12531 2.83682 0.4148 -0.0796 -0.6328
C 5.15258 -3.97065 1.19152 -0.0776 0.2044 0.1875
H 5.87589 -4.65368 1.64571 -0.1617 0.3155 -0.2336
C 5.46096 -3.27506 0.00756 -0.3721 -0.2208 0.3265
H 6.45681 -3.38075 -0.42249 -0.3028 -0.0611 0.0205
C 4.52660 -2.42700 -0.60817 -0.3187 0.2602 0.4736
H 4.83136 -1.87599 -1.51479 -0.3862 -0.3867 0.5387
C 3.25945 -2.23169 -0.01266 0.4113 -0.1666 0.1507
H 2.52585 -1.54562 -0.47434 0.4184 -0.5911 0.2618
C -0.86625 -0.66481 -1.31208 -1.0253 1.7548 -2.4839
C -0.22842 -1.00664 -2.53557 -0.9939 0.6652 -0.1987
H 0.66146 -1.65623 -2.45014 -0.5311 0.8960 -0.6191
C -0.88563 -0.67440 -3.73358 0.1796 0.0638 -0.2631
H -0.48412 -0.90363 -4.73082 -0.0174 -0.3175 0.6426
C -2.14452 -0.01218 -3.74368 -0.1855 0.0695 0.0851
H -2.79348 0.04202 -4.63039 0.8789 0.0275 0.0911
C -2.66379 0.55729 -2.59873 -0.3509 -0.5673 1.0717
H -3.64397 1.09274 -2.55469 1.0496 -0.4497 -0.3015
C -2.02256 0.24724 -1.38038 -0.0952 -1.8619 -2.2010
H -2.61055 0.47195 -0.45164 -0.0613 -0.2412 -0.4936
H 0.72866 -1.82700 1.47442 -0.2844 -0.3930 1.5029
Si -1.56322 -1.84391 -0.16036 -0.7599 -2.5399 1.6604
C -2.92640 -2.70980 -1.30525 0.2210 0.3968 -0.0052
C -2.66373 -3.69558 -2.26248 -0.3222 -0.4240 -0.2849
H -1.68675 -4.15388 -2.31493 -0.0748 0.0106 -0.1146
C -3.64659 -4.19627 -3.13756 0.1824 0.1975 0.5687
H -3.40356 -4.98464 -3.84368 0.0689 0.0809 0.1116
C -4.94907 -3.71921 -3.05393 0.1759 0.3256 0.1574
H -5.74926 -4.14525 -3.66651 0.3269 0.2646 0.1693
C -5.21173 -2.68942 -2.14966 0.1678 0.1577 0.5580
H -6.21333 -2.29234 -2.08215 -0.1249 0.0648 0.0308
C -4.21999 -2.19643 -1.27957 -0.3189 -0.4280 -0.3983
H -4.40902 -1.42994 -0.53196 -0.4755 0.0146 -0.2164
C -0.42025 -3.41571 -0.16604 0.3575 0.3124 -0.0463
C 0.31092 -3.82910 -1.29165 0.5081 -0.5219 0.1625
H 0.20658 -3.31285 -2.25339 -0.0589 -0.4096 0.6823
C 1.17119 -4.96099 -1.27518 -0.4722 -0.3360 1.1530
H 1.63759 -5.37247 -2.19776 -0.2412 0.6078 0.8398
C 1.31990 -5.64361 -0.04955 0.2579 -0.4077 -0.4760
H 2.00214 -6.51084 0.01289 -0.5001 0.5764 -0.0556
C 0.55004 -5.30939 1.07946 0.1190 -0.0567 0.1424
H 0.59800 -5.97283 1.96668 -0.1046 0.5510 -0.5821
C -0.34626 -4.20083 1.02593 1.0495 -0.0333 -0.0166
H -1.02357 -3.98232 1.86375 0.0827 -0.1445 -0.3124
H 1.97547 -2.22927 3.61803 -0.3881 -0.9098 0.8168
Cl -2.62325 1.97024 1.55404 -0.0099 -0.5638 -0.2547
C -2.07344 7.91929 2.27575 0.0189 -0.0171 0.0251
C -0.84811 7.65382 2.90836 0.0328 -0.3595 -0.0136
C -0.31528 6.36705 2.86538 -0.5575 0.2475 -0.3032
C -1.03301 5.35630 2.20340 -0.0853 1.1028 0.3015
C -2.25846 5.62644 1.56819 0.4556 -0.1897 0.2847
C -2.77575 6.91311 1.59364 0.2476 0.0686 0.2940
N -0.51479 4.06597 2.10029 1.7984 -1.1218 1.0204
N 0.57423 3.91109 2.74283 -2.0146 0.6124 -0.4427
C 1.27864 2.72720 2.60028 0.1283 -1.6163 -0.3107
C 2.44574 2.72588 3.40217 -0.3401 0.3547 -0.7037
C 3.46254 1.83054 3.14255 -0.4036 -0.4198 0.1745
C 3.23594 0.88063 2.12611 -0.0273 -0.0517 -0.1926
C 2.02193 0.88600 1.40439 -0.0729 0.0535 1.0481
N 0.97689 1.71538 1.71221 1.6112 0.5481 0.0259
H -2.48939 8.92775 2.31363 0.1434 -0.2860 -0.0261
H -0.29073 8.42538 3.44678 -0.3638 -0.1206 -0.2983
H 0.64417 6.09486 3.29755 -0.2775 0.3278 0.0245
H -2.73236 4.79861 1.04745 -0.1845 0.2104 0.2227
H -3.72232 7.12322 1.09628 0.2729 0.0430 0.1704
H 2.50009 3.54328 4.12305 0.2067 -0.3268 -0.2312
H 4.39824 1.86583 3.73250 -0.6688 -0.1870 -0.5404
H 4.02650 0.13921 1.95390 -0.5076 0.3224 -0.4008
H 1.85039 0.20799 0.53597 0.2123 0.3921 0.9264

=====

# 2
91
Properties=species:S:1:pos:R:3:forces:R:3 method="wB97M-V/def2-TZVPD" homo_ev=-9.591 max_force_ha_per_bohr=0.029 de_lowest_ev=0.0000 multiplicity=1 energy_ha=-2678.39518 lumo_energy_ev=-1.71
C 3.60945 -5.12742 -2.58445 -0.1606 0.3856 0.4303
C 3.86395 -3.67659 -2.23611 0.8877 0.1748 1.1839
O 4.61411 -3.36955 -1.32854 -0.8978 -0.2386 -1.0880
N 3.19041 -2.63752 -2.98440 -0.0454 -0.3580 -0.0750
C 3.59789 -2.63059 -4.38742 0.4112 -0.0709 0.3008
C 1.72581 -2.65764 -2.81460 0.8299 0.6767 -0.7019
O 1.42066 -3.28840 -1.58564 -0.2238 -0.0484 0.3212
C 1.39870 -2.32805 -0.58764 -0.1987 -0.5230 0.9821
O 1.07245 -2.62351 0.53885 0.4337 0.2704 -1.1111
C 1.75416 -1.01190 -1.20573 -0.1076 0.3349 0.0277
C 1.22882 -1.22851 -2.63356 -0.5174 1.0571 0.5424
C -0.30785 -0.96346 -2.64123 -0.1192 -0.7333 0.1993
C -1.25533 -2.17700 -2.60064 -0.0339 0.7552 -0.3069
C -1.30030 -2.98706 -3.88101 0.0718 -0.4724 0.5008
F -2.57858 -3.50930 -4.07429 -0.0704 0.1451 -0.1190
H 4.02952 -5.72392 -1.78413 0.1854 -0.1660 -0.0398
H 2.53449 -5.29212 -2.58566 -0.0995 -0.0898 -0.2640
H 4.04423 -5.40707 -3.53846 -0.0141 0.0038 -0.1700
H 4.60894 -3.02829 -4.45250 0.1138 0.0167 -0.0324
H 3.65592 -1.61012 -4.75305 -0.2414 0.0863 -0.2043
H 2.97026 -3.25599 -5.02940 -0.1876 0.0749 -0.0895
H 1.31121 -3.17625 -3.67860 -0.4912 -0.3723 0.3111
H 1.32400 -0.17498 -0.66932 -0.1833 -0.1889 -0.0673
H 2.83052 -0.85486 -1.21216 0.1900 -0.3630 0.0532
H 1.66201 -0.48455 -3.29508 0.4514 -0.3610 -0.2998
H -0.52371 -0.39388 -1.74004 -0.0463 0.1943 0.0293
H -0.60885 -0.32207 -3.46825 0.2054 -0.0129 -0.2482
H -2.25947 -1.77980 -2.45492 -0.1217 0.0198 -0.0155
H -1.07135 -2.78916 -1.73168 0.0720 -0.2729 0.0578
H -1.03305 -2.39714 -4.75707 -0.0678 0.0921 -0.1156
H -0.64753 -3.85533 -3.80404 0.1251 -0.0496 -0.1988
O 0.31253 3.65100 5.26423 -0.0148 0.0153 0.0079
C 0.37040 3.08502 4.19483 -0.0117 -0.0100 -0.0063
C -0.40103 1.84002 3.94302 -0.0171 -0.0187 -0.0330
C -0.34198 1.22080 2.76739 -0.0589 0.0004 0.1201
C 0.50100 1.74167 1.66781 -0.0296 -0.1060 0.0391
O 0.56033 1.15292 0.60691 -0.0524 0.2362 0.0238
C 1.27305 2.97978 1.91455 -0.0250 0.0427 0.0278
C 1.21349 3.60846 3.08670 0.0750 -0.2147 -0.0645
H -1.00493 1.47343 4.76312 0.0361 0.0087 0.0297
H -0.89398 0.31257 2.55981 0.0230 -0.0023 -0.0338
H 1.88213 3.33791 1.09398 0.0019 -0.0257 -0.0113
H 1.76727 4.51081 3.28751 0.0159 0.0444 0.0774
O -3.39283 -6.45092 3.87323 -0.0028 0.0021 -0.0071
C -3.27556 -5.84804 2.82833 -0.0001 -0.0227 0.0428
C -4.39437 -5.77574 1.85453 -0.0255 0.0219 -0.0571
C -4.26733 -5.11658 0.70642 -0.0356 -0.0274 0.0389
C -3.00256 -4.42470 0.35201 -0.0256 0.0139 -0.0741
O -2.89387 -3.82322 -0.69726 -0.0861 -0.1093 0.1971
C -1.88314 -4.49634 1.32294 0.0354 -0.0119 0.0378
C -2.01268 -5.15638 2.47156 0.0312 0.0373 -0.0425
H -5.30690 -6.28685 2.13390 0.0162 -0.0127 0.0323
H -5.06871 -5.05153 -0.01872 0.0258 0.0193 -0.0235
H -0.96725 -3.98792 1.04728 0.0383 0.0341 -0.0392
H -1.21014 -5.22143 3.19531 -0.0165 -0.0133 0.0177
O 1.34241 -1.09191 5.49047 -0.0312 0.0256 0.0180
C 2.40233 -1.08524 4.90051 0.0025 0.0019 -0.0321
C 3.67587 -0.80412 5.60843 0.0640 0.0104 0.0194
C 4.83642 -0.79176 4.95840 -0.0434 0.0031 0.0580
C 4.90751 -1.05880 3.49855 -0.0099 -0.0081 -0.0459
O 5.96653 -1.04534 2.91067 0.0300 0.0225 0.0094
C 3.63266 -1.33939 2.79055 -0.0336 0.0223 0.0064
C 2.47330 -1.35264 3.44362 -0.0875 0.0137 -0.0873
H 3.60195 -0.61144 6.67118 -0.0322 -0.0021 0.0018
H 5.77734 -0.58820 5.45354 0.0201 -0.0053 -0.0302
H 3.70341 -1.53025 1.72653 0.0180 -0.0313 0.0116
H 1.53236 -1.55619 2.94565 0.0327 -0.0311 -0.0315
O -2.72066 9.80358 1.45850 -0.0094 0.0081 -0.0126
C -1.86235 9.06882 1.89453 -0.0232 0.0123 0.0003
C -2.19716 7.94789 2.80868 0.0278 -0.0470 0.0273
C -1.25272 7.14262 3.28745 -0.0791 0.0067 0.0035
C 0.17303 7.33070 2.92551 -0.0070 -0.0255 0.0454
O 1.02969 6.59079 3.36146 0.0190 0.1663 -0.0567
C 0.51032 8.45020 2.01293 -0.0119 0.0432 -0.0356
C -0.43360 9.25586 1.53428 0.0601 -0.0225 0.0049
H -3.24366 7.82911 3.05826 -0.0105 0.0293 -0.0197
H -1.47197 6.31986 3.95679 0.0459 -0.0031 0.0100
H 1.55728 8.56839 1.76422 0.0090 -0.0247 0.0226
H -0.21206 10.07868 0.86671 -0.0354 0.0113 0.0001
O -4.80128 2.37518 -6.60048 -0.0007 0.0006 -0.0148
C -4.36463 2.35322 -5.47087 -0.0146 -0.0006 -0.0250
C -4.63640 1.21309 -4.55997 0.0143 -0.0236 0.0541
C -4.15704 1.19232 -3.31912 -0.0120 -0.0399 -0.0267
C -3.32840 2.30645 -2.79305 0.0103 -0.0249 0.0385
O -2.88861 2.28579 -1.66358 0.0053 -0.0010 0.0000
C -3.05620 3.44605 -3.70438 -0.0050 0.0242 -0.0590
C -3.53597 3.46759 -4.94481 0.0384 0.0255 0.0488
H -5.24080 0.41051 -4.96289 -0.0001 0.0118 -0.0295
H -4.34359 0.37034 -2.63925 0.0225 0.0141 0.0270
H -2.45021 4.24759 -3.30153 0.0017 -0.0159 0.0334
H -3.34955 4.28794 -5.62611 -0.0217 -0.0151 -0.0263